[1]
C27H32BF2Ge2INNiSe | ωB97M-V/def2-TZVPD

The geometry in ORCA input format:
```
! RIJCOSX wB97M-V def2-TZVPD def2/J DEFGRID3
* xyz -1 1
Ni -0.66861 -0.97817 0.07909
C 1.41445 -1.05895 -3.29605
C 2.11491 -1.86901 -2.20980
Ge 1.66097 -1.29333 -0.35203
C 2.87515 -2.43593 0.75777
C 2.94880 -2.01140 2.22227
C 2.64525 0.39804 -0.21539
C 1.98065 1.55639 -0.23427
Ge 0.00024 1.26073 -0.31286
C -0.66084 1.87199 -2.09653
C -0.53784 3.33788 -2.51165
C -0.76271 2.17184 1.30472
C -1.07914 3.66876 1.30976
C 2.65820 2.88183 -0.17547
C 1.91855 4.05994 -0.26077
C 2.51913 5.31031 -0.20005
C 3.89157 5.41645 -0.04635
C 4.65001 4.25509 0.04709
C 4.04356 3.01244 -0.01470
H 1.68531 -1.39216 -4.30288
H 1.67747 -0.00085 -3.21929
H 0.32694 -1.12476 -3.20123
H 3.20093 -1.75319 -2.30037
H 1.89952 -2.93292 -2.31712
H 3.85531 -2.30991 0.28210
H 2.61903 -3.49080 0.66942
H 3.11614 -0.93411 2.31315
H 3.75963 -2.51628 2.75684
H 2.01790 -2.24215 2.74286
H 3.73763 0.36566 -0.17060
H -1.70284 1.56396 -2.15977
H -0.11985 1.24320 -2.80769
H -1.02962 4.00307 -1.79863
H -1.01777 3.49899 -3.48159
H 0.50211 3.65204 -2.60871
H -0.04378 1.93996 2.09996
H -1.67134 1.62093 1.54447
H -0.17862 4.28393 1.29348
H -1.63050 3.93322 2.21703
H -1.71238 3.94143 0.46614
H 0.84725 3.99641 -0.37681
H 1.90635 6.20104 -0.27074
H 4.36716 6.38817 0.00463
H 5.72460 4.31967 0.17220
H 4.65958 2.12689 0.06684
I -0.96790 -1.15163 2.82290
C -2.48932 -2.54319 2.49446
C -3.41098 -2.73634 3.48691
C -4.59734 -3.44739 3.23163
C -4.86435 -3.87971 1.96586
C -3.92581 -3.68539 0.92741
C -4.26365 -4.01927 -0.40974
C -3.39445 -3.79858 -1.43340
C -2.09384 -3.34908 -1.14169
C -1.69032 -3.02154 0.13915
C -2.67057 -3.08450 1.19648
H -3.24996 -2.29409 4.46081
H -5.31504 -3.58979 4.02914
H -5.80846 -4.35572 1.72889
H -5.24903 -4.42943 -0.59976
H -3.67341 -4.01539 -2.45586
H -1.35871 -3.31499 -1.93540
Se -2.97520 -0.33572 -0.45027
C -3.37501 1.45323 -0.40669
N -3.68969 2.56679 -0.41136
F 0.27598 -3.67569 1.60126
B -0.14059 -3.29846 0.37661
F 0.51916 -3.93046 -0.62577
*
```

Results
HOMO energy (spin up / spin down) ... -4.59 / -4.59 eV
Lowest unoccupied orbital energy (spin up / spin down) ... 1.73 / 1.73 eV

***

[2]
C40H36F3N2O6PS3Sc | ωB97M-V/def2-TZVPD

The geometry in ORCA input format:
```
! RIJCOSX wB97M-V def2-TZVPD def2/J DEFGRID3
* xyz -1 1
Sc -0.39090 -0.35281 -0.06328
O 1.62096 1.27580 2.91636
C 1.12772 0.36251 2.28905
O 1.13311 0.22394 0.99842
C 0.42280 -0.78419 3.05691
C 0.47484 -2.11195 2.27480
C 0.12325 -3.27566 3.20497
C -1.40257 -3.07707 3.37392
C -1.65198 -1.84149 2.50349
O -0.69776 -2.01961 1.43055
C -1.12415 -0.56593 3.18646
C -1.71667 0.65444 2.43147
O -2.37453 1.46343 3.05664
O -1.54283 0.65436 1.14768
H 0.89449 -0.85829 4.03365
H 1.36234 -2.25693 1.66749
H 0.35613 -4.23102 2.73587
H 0.66783 -3.20588 4.14531
H -1.96135 -3.92950 2.99045
H -1.69532 -2.89770 4.40728
H -2.66121 -1.75194 2.11272
H -1.44185 -0.46991 4.22082
S -1.56945 -3.45073 -2.66808
P 0.38565 -3.32318 -2.54134
S 1.28743 -2.19847 -1.13510
C 0.98715 -5.03531 -2.28795
C 0.97997 -5.93597 -3.34833
C 1.32612 -7.26081 -3.13427
C 1.66761 -7.69500 -1.86083
C 1.66708 -6.80083 -0.80028
C 1.32420 -5.47357 -1.01308
C 1.11661 -2.86392 -4.15554
C 2.48387 -2.61809 -4.24653
C 3.04593 -2.27897 -5.46650
C 2.24582 -2.17972 -6.59742
C 0.88119 -2.40741 -6.50484
C 0.31526 -2.74847 -5.28351
H 0.70118 -5.59428 -4.33809
H 1.32603 -7.95893 -3.96242
H 1.93099 -8.73260 -1.69510
H 1.93470 -7.13700 0.19411
H 1.32623 -4.75893 -0.19981
H 3.09217 -2.68196 -3.35261
H 4.10918 -2.08480 -5.53567
H 2.68861 -1.91930 -7.55111
H 0.25140 -2.31813 -7.38134
H -0.74882 -2.92937 -5.19361
C -4.73409 4.40836 -3.19914
C -4.81669 3.35279 -2.10045
C -3.67421 2.35114 -2.25208
N -3.74580 1.22711 -1.32833
C -3.70359 -0.07202 -1.62625
S -3.42962 -1.19510 -0.41897
N -3.85159 -0.46885 -2.94300
C -4.75066 -0.13716 -3.93751
O -4.46178 -0.33313 -5.10133
C -6.10093 0.38610 -3.55614
C -6.81640 1.06750 -4.53810
C -8.09642 1.52707 -4.28368
C -8.67716 1.30579 -3.04175
C -7.97871 0.61011 -2.06653
C -6.70122 0.13660 -2.32388
H -5.54349 5.13309 -3.10666
H -4.80844 3.94217 -4.18423
H -3.78539 4.94772 -3.15460
H -5.77782 2.84244 -2.14889
H -4.74707 3.82336 -1.11568
H -2.72950 2.86672 -2.06791
H -3.64071 1.97120 -3.27063
H -3.51267 1.42609 -0.36281
H -3.16504 -1.17787 -3.21055
H -6.35041 1.22175 -5.50240
H -8.64558 2.05421 -5.05328
H -9.67980 1.66069 -2.83881
H -8.42711 0.43742 -1.09660
H -6.19263 -0.44544 -1.56872
F -3.07730 2.65346 -8.73663
C -2.12804 3.37401 -8.10894
F -1.13053 3.56183 -9.00718
F -2.65609 4.60045 -7.88345
C -1.64861 2.73252 -6.84801
C -1.95686 1.41044 -6.55420
C -1.53694 0.86036 -5.35723
C -0.81690 1.62947 -4.43465
C -0.48079 2.94852 -4.76116
C -0.89684 3.49587 -5.95992
C -0.56303 1.10297 -3.13345
C -0.51471 0.68179 -1.98941
H -2.55111 0.82530 -7.24334
H -1.79660 -0.15952 -5.10137
H 0.07969 3.54101 -4.05091
H -0.66694 4.52522 -6.20424
*
```

Results
HOMO energy ... -5.51 eV
Lowest unoccupied orbital energy ... 2.00 eV

***

[3]
C3H5N3 | ωB97M-V/def2-TZVPD

The geometry in ORCA input format:
```
! RIJCOSX wB97M-V def2-TZVPD def2/J DEFGRID3
* xyz 0 1
C 1.24186 -1.10535 -0.68088
C 0.25945 -0.02313 -0.20606
N 0.22434 0.83618 -1.11626
N -1.49945 1.75937 0.12739
N -1.42760 0.94332 1.08188
C -0.54290 -0.02893 1.01642
H 1.82836 -1.35995 0.19483
H 0.64771 -1.93877 -1.06602
H 1.93682 -0.79591 -1.47912
H -2.22364 2.47675 0.32427
H -0.44496 -0.76356 1.80356
*
```

Results
HOMO energy (spin up / spin down) ... -8.52 / -8.48 eV
Lowest unoccupied orbital energy (spin up / spin down) ... -0.75 / -1.30 eV